No. 1
6
Properties=species:S:1:pos:R:3:forces:R:3:lowdin_charge:R:1 method="wB97M-V/def2-TZVPD" charge=-2 gap_ev=8.0 homo_ev=-1.52 lumo_energy_ha=0.2393
N 1.919677 -1.270778 0.401179 -1.605 0.820 -0.355 -0.31
N 2.955107 -1.119700 -0.320238 -0.665 0.574 -0.453 -0.19
O 1.709522 -2.256740 1.242137 0.110 0.548 -0.149 -0.32
O 2.831697 -0.172498 -1.203525 0.184 -0.388 0.624 -0.34
Cl -10.505691 5.372538 -0.300923 -0.056 0.029 -0.001 -1.00
H 1.089688 -0.552821 0.181370 2.033 -1.583 0.334 0.17

***

No. 2
5
Properties=species:S:1:pos:R:3:forces:R:3:lowdin_charge:R:1 method="wB97M-V/def2-TZVPD" charge=-1 gap_ev="8.0 / 8.0" homo_ev="-3.73 / -3.73" lumo_energy_ha="0.1570 / 0.1571"
N -0.368168 0.036451 0.551792 -0.341 3.383 4.124 -0.19
O -1.489927 0.483102 0.447024 3.190 -1.289 0.382 -0.13
O 0.573229 0.723619 1.951937 -2.909 -2.118 -4.233 -0.56
Cl 0.801929 -0.594086 -2.096192 0.479 -0.190 -1.381 0.20
H 0.482936 -0.649086 -0.854563 -0.419 0.213 1.107 -0.32

***

No. 3
6
Properties=species:S:1:pos:R:3:forces:R:3:lowdin_charge:R:1 method="wB97M-V/def2-TZVPD" charge=0 gap_ev="7.3 / 8.3" homo_ev="-9.78 / -9.64" lumo_energy_ha="-0.0909 / -0.0505"
N -0.517609 0.546692 -0.217040 0.066 -1.968 0.722 -0.29
O -0.649038 1.742851 -0.041580 0.964 -0.014 -0.034 -0.10
O -2.063922 -1.883006 -0.367560 0.251 0.023 0.118 -0.46
P -1.916422 -0.628283 0.386426 1.349 -0.674 -0.266 0.35
Cl -3.296278 0.676843 -0.034078 -1.782 1.129 -0.198 0.36
H 0.412099 0.024025 0.011944 -0.848 1.504 -0.343 0.14

***

No. 4
7
Properties=species:S:1:pos:R:3:forces:R:3:lowdin_charge:R:1 method="wB97M-V/def2-TZVPD" charge=-1 gap_ev=7.7 homo_ev=-4.08 lumo_energy_ha=0.1324
N -1.060801 -0.720172 0.662565 6.629 1.272 0.741 -0.81
O 0.325094 -2.001996 -1.307342 -1.128 -0.930 2.437 -0.57
O 0.450246 -3.203957 0.874516 0.062 0.682 0.231 -0.54
S -2.438576 -0.146677 0.930546 -2.392 0.426 1.037 0.27
S -0.414680 -2.549716 -0.101873 0.428 0.692 -2.839 0.67
Cl -3.252625 0.776019 -0.825827 -0.212 0.370 -0.610 -0.15
H -0.092444 0.005708 0.883495 -3.388 -2.512 -0.997 0.13

***

| no. | DFT total energy (hartree) |
| --- | --- |
| 1 | -720.72410 |
| 2 | -665.90518 |
| 3 | -1007.30890 |
| 4 | -1462.43241 |